(1)
Computed, not measured: C6H10O in the gas phase in a non-equilibrium geometry, with the ωB97M-V functional and the def2-TZVPD basis.

Values from the calculation:
**Charge**: 0
**Largest force on an atom**: 0.08540 Eh/bohr
**ΔE to the lowest compared entry with this formula, charge and spin**: 62.2 kcal/mol
**SMILES**: C=C(O)/C=C/CC
**E_LUMO**: 1.00 eV
**Energy**: -8428.5437 eV

CARTESIAN COORDINATES (ANGSTROEM)
C 1.210 0.175 2.974
C 1.370 0.159 1.618
O 2.341 1.173 1.306
C 0.853 -0.497 0.364
C -0.170 -0.056 -0.328
C -0.608 -0.381 -1.779
C -2.183 -0.322 -2.056
H 1.564 0.839 3.670
H 0.633 -0.416 3.548
H 2.204 2.069 1.599
H 1.420 -1.442 0.129
H -0.620 0.857 0.118
H -0.113 0.186 -2.604
H -0.367 -1.486 -2.078
H -2.688 -1.058 -1.450
H -2.511 0.760 -1.966
H -2.335 -0.561 -3.067

Atom charges from the Mulliken analysis, given in e for atoms 1 to 6: C -0.947; C 0.291; O -0.518; C -0.292; C -0.052; C -0.398



(2)
Computed, not measured: C6H10O in the gas phase, with the ωB97M-V functional and the def2-TZVPD basis.

Values from the calculation:
**Charge**: 0
**Largest force on an atom**: 0.01033 Eh/bohr
**ΔE to the lowest compared entry with this formula, charge and spin**: 84.7 kcal/mol
**E_LUMO**: 0.26 eV
**Energy**: -8427.5696 eV

CARTESIAN COORDINATES (ANGSTROEM)
C 1.870 1.355 -0.977
O 0.787 1.482 -0.041
C -0.064 0.523 0.234
C -1.216 -1.694 0.066
C -1.233 1.069 1.005
C 0.040 -0.842 -0.079
C 1.348 -1.298 -0.267
H 1.550 0.790 -1.855
H 2.109 2.391 -1.231
H 2.705 0.823 -0.523
H -2.066 -1.306 -0.514
H -1.548 -1.789 1.110
H -0.997 -2.701 -0.302
H -1.495 0.408 1.837
H -2.110 1.125 0.348
H -1.006 2.069 1.379
H 1.327 -2.405 -0.188

Atom charges from the Mulliken analysis, given in e for atoms 1 to 6: C -0.813; O -0.316; C 0.774; C -1.343; C -1.197; C 0.717



(3)
Computed, not measured: a molecular structure, C6H10O, with the ωB97M-V functional and the def2-TZVPD basis.

Values from the calculation:
**Charge**: 0
**Largest force on an atom**: 0.00709 Eh/bohr
**ΔE to the lowest compared entry with this formula, charge and spin**: 117.2 kcal/mol
**E_LUMO**: 0.57 eV
**Energy**: -8426.1573 eV

CARTESIAN COORDINATES (ANGSTROEM)
C -0.787 -1.788 1.458
C -0.197 -0.805 0.510
O 1.079 -0.808 0.176
C 1.059 0.594 -0.174
C 1.056 0.706 -1.703
C -0.462 0.566 -1.624
C -0.554 0.461 -0.044
H -0.985 -2.737 0.943
H -0.115 -1.999 2.296
H -1.739 -1.418 1.850
H 0.759 1.746 2.437
H 1.062 1.601 1.761
H 1.590 -0.089 -2.229
H 1.405 1.681 -2.052
H -0.990 1.474 -1.919
H -0.903 -0.293 -2.130
H -1.281 1.107 0.445

Atom charges from the Mulliken analysis, given in e for atoms 1 to 6: C -1.219; C 0.442; O -0.291; C -0.324; C -0.529; C -0.661



(4)
Computed, not measured: C6H10O in the gas phase, with the ωB97M-V functional and the def2-TZVPD basis.

Values from the calculation:
**Charge**: 0
**Largest force on an atom**: 0.01049 Eh/bohr
**ΔE to the lowest compared entry with this formula, charge and spin**: 17.0 kcal/mol
**SMILES**: C[C@H]1C[C@H]1CC=O
**E_LUMO**: 1.06 eV
**Energy**: -8430.5053 eV

CARTESIAN COORDINATES (ANGSTROEM)
C -2.137 -0.287 0.032
C -1.106 0.750 -0.355
C -0.111 1.271 0.648
C 0.357 0.440 -0.514
C 0.972 -0.915 -0.259
C 2.449 -0.773 0.048
O 3.126 0.156 -0.322
H -3.088 0.197 0.281
H -1.828 -0.864 0.910
H -2.326 -0.992 -0.786
H -1.475 1.488 -1.065
H 0.139 2.327 0.671
H -0.111 0.791 1.626
H 0.871 0.985 -1.301
H 0.888 -1.572 -1.140
H 0.487 -1.454 0.565
H 2.905 -1.590 0.644

Atom charges from the Mulliken analysis, given in e for atoms 1 to 6: C -1.405; C 0.260; C -0.788; C -0.003; C -0.653; C 0.013



(5)
Computed, not measured: 2 unconnected molecules or ions with the total composition C6H10O, with the ωB97M-V functional and the def2-TZVPD basis.

Values from the calculation:
**Charge**: 0
**Largest force on an atom**: 0.00723 Eh/bohr
**ΔE to the lowest compared entry with this formula, charge and spin**: 94.0 kcal/mol
**E_LUMO**: 0.86 eV
**Energy**: -8427.1655 eV

CARTESIAN COORDINATES (ANGSTROEM)
C -2.310 -0.762 0.638
C -0.144 -0.209 -0.985
O -0.905 -0.769 0.867
C 0.147 1.231 -0.582
C 1.464 1.245 0.171
C 2.055 0.055 0.065
C 1.198 -0.883 -0.761
H -2.854 -0.972 1.567
H -2.498 -1.544 -0.096
H -2.638 0.192 0.210
H -0.679 -0.078 1.505
H 0.235 1.775 -1.538
H -0.697 1.715 -0.071
H 1.882 2.120 0.663
H 3.035 -0.202 0.462
H 1.083 -1.890 -0.346
H 1.626 -1.024 -1.768

Atom charges from the Mulliken analysis, given in e for atoms 1 to 6: C -0.628; C -0.393; O -0.380; C -0.625; C -0.444; C -0.396



(6)
Computed, not measured: a molecular structure, C6H10O in a non-equilibrium geometry, with the ωB97M-V functional and the def2-TZVPD basis.

Values from the calculation:
**Charge**: 0
**Largest force on an atom**: 0.02746 Eh/bohr
**ΔE to the lowest compared entry with this formula, charge and spin**: 133.0 kcal/mol
**E_LUMO (alpha / beta)**: -0.26 / 0.62 eV
**Energy**: -8425.4731 eV

CARTESIAN COORDINATES (ANGSTROEM)
C -0.194 -1.547 0.135
C -1.396 0.162 0.471
C 0.923 0.518 -0.954
C -0.360 0.988 -1.477
C 0.483 -0.174 0.378
C 1.208 0.165 1.508
O -1.568 -1.163 0.019
H 0.151 -2.041 -0.780
H -0.047 -2.206 0.994
H -2.160 0.826 0.078
H -1.439 0.255 1.559
H 1.429 -0.219 -1.586
H 1.609 1.333 -0.737
H -0.590 2.045 -1.485
H -0.982 0.314 -2.050
H 0.772 0.070 2.494
H 2.159 0.673 1.433

Atom charges from the Mulliken analysis, given in e for atoms 1 to 6: C -0.551; C -0.547; C -0.660; C -0.883; C 0.758; C -0.980